Entry from OMol25: a 18-piece molecular cluster, C28H92O22 overall in a non-equilibrium geometry (wB97M-V/def2-TZVPD).

Output
energy: -75563.350 eV
HOMO-LUMO gap: 9.29 eV

ORCA input file:
```
! wB97M-V def2-TZVPD RIJCOSX def2/J DEFGRID3
* xyz 0 1
C 10.920 1.856 -2.243
O 9.719 2.255 -1.658
C 8.582 2.014 -2.463
C 7.432 2.829 -1.925
O 7.033 2.277 -0.693
C 5.859 2.829 -0.146
H 10.952 0.778 -2.469
H 11.725 1.999 -1.520
H 11.130 2.413 -3.165
H 8.408 0.933 -2.384
H 8.721 2.241 -3.528
H 6.557 2.806 -2.588
H 7.772 3.865 -1.813
H 5.667 2.366 0.821
H 5.032 2.599 -0.824
H 5.972 3.897 0.066
C -3.947 0.326 -0.840
O -5.211 -0.198 -1.088
C -6.188 0.121 -0.131
C -7.562 -0.201 -0.650
O -7.971 0.781 -1.576
C -8.747 0.222 -2.614
H -3.548 0.136 0.163
H -3.896 1.421 -0.937
H -3.264 -0.071 -1.586
H -6.124 1.201 0.076
H -5.982 -0.339 0.844
H -8.295 -0.318 0.153
H -7.451 -1.201 -1.093
H -9.654 -0.241 -2.214
H -8.197 -0.449 -3.278
H -9.092 1.043 -3.247
C 2.076 1.530 -0.507
O 0.971 0.749 -0.899
C -0.176 0.918 -0.108
C -0.019 0.672 1.367
O -0.006 -0.709 1.649
C -0.316 -1.084 2.960
H 2.665 1.160 0.338
H 1.740 2.523 -0.176
H 2.758 1.720 -1.333
H -0.897 0.192 -0.498
H -0.631 1.902 -0.289
H -0.841 1.132 1.924
H 0.901 1.168 1.707
H 0.309 -0.613 3.726
H -0.069 -2.138 3.105
H -1.369 -1.033 3.253
C -1.367 -1.684 -5.384
O -0.507 -1.512 -4.269
C -1.045 -1.855 -3.008
C -1.233 -3.371 -2.867
O -2.318 -3.887 -3.582
C -2.457 -5.281 -3.454
H -0.843 -1.335 -6.269
H -2.288 -1.116 -5.245
H -1.620 -2.734 -5.514
H -2.021 -1.377 -2.875
H -0.324 -1.571 -2.244
H -1.287 -3.619 -1.798
H -0.292 -3.805 -3.232
H -1.612 -5.805 -3.914
H -3.351 -5.586 -3.995
H -2.543 -5.566 -2.401
O -3.991 -0.951 3.051
H -3.871 -0.023 2.758
H -4.947 -1.077 3.062
O 3.118 2.836 3.308
H 3.595 3.667 3.401
H 2.190 3.054 3.505
C 3.220 -4.066 3.986
O 2.842 -2.699 3.863
H 3.896 -4.352 3.174
H 3.718 -4.187 4.945
H 2.367 -4.749 3.917
H 2.524 -2.605 2.941
C -3.530 -3.124 0.353
O -3.256 -3.598 1.673
H -4.441 -2.527 0.455
H -2.736 -2.420 0.067
H -3.561 -3.930 -0.372
H -3.367 -2.853 2.272
C 0.803 -1.324 6.426
O 0.837 -2.493 5.612
H -0.177 -1.226 6.896
H 1.603 -1.395 7.173
H 0.985 -0.379 5.897
H 1.605 -2.320 5.004
C -2.410 -2.872 5.353
O -1.997 -3.416 6.589
H -2.130 -1.832 5.160
H -1.997 -3.519 4.572
H -3.498 -2.864 5.292
H -1.035 -3.350 6.632
C -3.005 2.192 3.341
O -3.775 1.701 2.239
H -3.551 2.953 3.910
H -2.601 1.380 3.935
H -2.179 2.797 2.938
H -3.905 2.424 1.621
C -0.098 -4.956 1.627
O -1.304 -5.435 1.040
H 0.720 -5.365 1.042
H -0.073 -3.862 1.639
H -0.063 -5.309 2.662
H -2.061 -4.919 1.382
C 0.164 4.381 2.250
O 0.311 3.492 3.356
H 0.760 5.282 2.433
H 0.622 3.900 1.385
H -0.872 4.644 2.037
H -0.200 3.831 4.098
C 2.757 -0.189 -4.299
O 2.132 -1.364 -4.770
H 3.561 -0.408 -3.586
H 3.182 0.421 -5.100
H 2.003 0.362 -3.725
H 1.189 -1.337 -4.494
C 2.902 -2.662 -0.058
O 2.482 -2.113 1.164
H 3.083 -1.903 -0.834
H 3.831 -3.225 0.019
H 2.142 -3.302 -0.531
H 1.761 -1.499 0.953
C -0.682 5.117 -1.035
O -1.522 5.816 -0.105
H -1.090 5.172 -2.047
H 0.314 5.574 -1.059
H -0.613 4.097 -0.665
H -1.567 6.708 -0.466
C 2.295 3.760 -3.511
O 3.529 3.982 -2.839
H 1.571 3.325 -2.828
H 1.911 4.700 -3.918
H 2.472 3.078 -4.347
H 4.194 4.261 -3.473
C -2.290 2.549 -3.122
O -3.107 1.932 -4.102
H -2.063 3.598 -3.326
H -2.708 2.376 -2.131
H -1.301 2.090 -3.184
H -3.963 2.371 -4.102
*
```